Molecular formula: C24H64N2O9
Method: DFT, the ωB97M-V functional and the def2-TZVPD basis

Structure (XYZ):
```
99
Properties=species:S:1:pos:R:3
C 5.49522 -3.32185 0.54702
H 2.98187 -3.14311 -3.51544
H 5.95094 -2.34071 0.54388
H -1.77463 -4.82942 0.76487
H -2.91026 5.38313 0.89670
O 2.03565 -4.16266 -1.89108
H -4.35074 -0.98601 -1.16119
C 2.53163 -4.09225 -3.19877
H -1.34331 -1.30335 2.92530
H 4.49928 -0.29593 -0.27457
H 6.25340 -0.29095 -0.73316
H -3.39888 -3.73114 -0.60028
H -0.55603 2.02416 -0.40118
H -2.35789 -4.87216 -4.51900
C -3.20869 -1.85662 0.39604
H 1.17285 1.61025 1.11188
H -0.01666 7.71724 1.43182
N 0.13336 4.80281 1.39570
C 5.20336 0.03338 -1.01291
H 3.69294 2.05218 -1.97065
C -0.95264 5.71712 1.77574
H -2.73739 3.35006 3.54667
C -1.45471 -3.04441 1.82134
C -2.22422 -4.34030 1.66751
H 2.90079 4.31677 -3.16888
O -1.06403 -1.00218 0.89778
H 0.65425 6.79101 2.73463
O -0.68558 -3.58371 -4.85679
C -1.59729 -2.32657 3.16862
H -0.94705 7.52756 2.94099
H -0.88052 -3.43288 -3.92580
H -4.35700 -4.88208 1.32569
H 1.59977 -1.19030 -2.22039
H 4.73428 4.03841 -3.34126
H 1.82863 2.92713 2.03422
H 3.56900 -2.98303 1.10356
O 3.49230 2.40845 -2.86798
C 1.13374 -0.32891 -1.75173
H -1.01794 -5.68129 -5.25582
H -2.86144 3.82666 1.91986
C -2.15384 3.73152 2.74388
H 0.40940 -4.03191 2.43828
C -1.54098 -4.68909 -5.20409
O -0.46466 -3.08541 -1.86472
H 1.57210 0.60884 -2.13391
H -2.02685 -4.93208 2.55563
H -2.38440 7.08013 0.91667
C -0.14778 3.34918 1.16679
H 0.26021 -3.70744 0.66070
H -2.86792 -0.01246 -0.86345
H -0.53427 3.67681 -0.96311
C -0.89551 2.86142 2.40151
H -1.71145 5.89167 -0.25349
C -3.79240 -0.97837 1.54507
C -0.84383 3.00708 -0.14244
H 2.66754 -3.92187 -1.19757
O 5.09056 1.46783 -0.81959
H 5.72826 -3.95657 1.47552
O 0.83122 5.34182 0.25369
H -4.09270 -3.49410 2.36007
H -1.93221 3.11455 0.04887
H -4.42012 -0.22281 1.11058
C 1.25150 2.69704 1.09345
H -0.86719 -2.75370 3.83923
H 4.92187 -0.32564 -2.03876
C -3.89614 -3.17394 0.19500
H 1.61892 -4.15603 -3.81182
O -0.28449 -0.39152 -1.97439
H -2.00987 -4.55472 -6.12764
H -2.72235 -1.61102 -1.65515
H -0.46689 -1.32546 -1.88873
H -3.04483 -0.43698 2.15795
O 4.08717 -3.30748 0.35791
H 1.35205 -0.23067 -0.68398
H 0.23163 5.42402 -0.51603
H -4.96396 -3.01172 -0.04344
N -1.78330 -2.20627 0.63876
C -1.65565 5.13759 2.99473
C -2.07152 6.02814 0.73104
H -2.52113 5.78922 3.18571
H -1.09034 5.17932 3.90164
H -2.57077 -2.48017 3.50686
H 5.91041 -3.88510 -0.32998
H 0.37251 -3.53681 -1.83026
C -0.26033 7.04045 2.22982
H 5.58421 1.94283 -1.50786
C 3.81687 3.77923 -2.82916
H 0.68770 -2.46274 1.87398
C -3.25761 -1.02985 -0.90364
H -0.21473 2.97333 3.25499
C -3.71020 -3.98486 1.44996
H -0.87778 -3.08438 -0.96564
H -1.09634 1.78518 2.25111
C 0.03801 -3.34608 1.68655
H 1.79037 3.01300 0.19017
H 3.11777 -4.96377 -3.44717
H -4.37733 -1.58641 2.24811
H -0.79625 -0.66885 0.02690
H 3.84121 4.12148 -1.77796
```

Results
Net charge ... 0
E_LUMO ... 0.400 eV
Frontier orbital gap ... 9.0 eV

Molecular formula: C58H45FeINP3S4
Method: DFT, the ωB97M-V functional and the def2-TZVPD basis

Structure (XYZ):
```
113
Properties=species:S:1:pos:R:3
C -1.45703 2.94450 0.67316
C 2.35188 2.42271 -3.96651
H 0.79001 3.85816 -0.75508
C 1.41642 2.54115 2.54725
H -0.22178 1.45964 -2.50499
H -0.07796 -3.30196 -3.90886
H -5.42974 0.53807 -4.02591
H 2.78570 2.00825 -4.86860
Fe 1.16251 -0.62370 -0.07885
C 0.39499 3.65488 4.51224
C 2.47213 5.05152 1.81144
H -6.25529 -2.06724 2.27282
H 0.34115 4.93314 -2.92053
S 3.86109 -3.49167 2.23821
H -0.87252 2.60955 -0.17896
C 2.00471 -6.69411 -1.18756
H 6.49902 0.27279 2.31595
C -3.41070 -4.84696 0.31509
C -2.24787 1.99678 1.33311
H 6.96872 2.63860 -1.22255
P 2.27635 1.35962 -0.01260
C -0.55869 -1.28115 -4.47874
C 4.97386 2.02437 -0.74917
H 4.57081 2.51739 -1.62221
C 0.22140 1.28620 4.25342
C -2.96920 2.39064 2.45520
H -2.53787 -1.43140 -1.53780
C 1.56121 3.56224 -4.03508
H -4.13656 2.35321 -0.36719
S 3.12954 -1.35503 -1.07812
C -4.08142 1.53582 -1.07628
C -0.62488 0.04329 -4.04679
C -2.91405 3.71138 2.90194
P 0.63688 -2.81919 -0.78642
C 2.58017 1.79866 -2.74900
C 0.97098 1.30131 3.11510
C -4.81963 0.51133 -3.12927
H 1.87402 -7.63416 -0.66328
H -3.58238 1.66742 2.97988
H -0.71623 -3.31468 1.69712
H -3.95310 -1.40656 -3.57725
C -3.38149 -1.64777 4.01478
C 0.99123 4.06627 -2.87547
H -0.78863 4.98755 0.59288
I 1.49222 -0.64607 2.49521
H 0.70520 -5.61435 0.12851
C -2.64610 -0.96514 3.05751
C 2.84245 -6.62800 -2.29157
C 4.13252 1.32220 0.11729
C -0.09510 2.47414 4.95134
C 6.34157 2.09762 -0.52235
C 1.50481 -4.33535 -1.39529
N -0.75671 -0.24626 0.36011
H -4.94965 -0.82180 0.58581
C -3.98981 -0.57636 -2.88123
H -1.05426 0.79822 -4.70183
C -4.50434 -1.05378 1.54543
H -5.26173 -2.58697 4.47663
C 2.35427 -4.27643 -2.49816
H -2.94012 -1.88276 4.97643
C -1.37504 -3.71609 0.93372
S 4.52495 -2.34064 0.03316
H 0.20068 4.57470 5.05377
C 1.69603 4.96354 2.91996
C -3.24418 0.45230 -0.82224
C 1.24059 3.45323 -1.65207
C 1.16650 3.71980 3.32390
H 2.93929 5.99074 1.54082
H -2.09174 5.66871 2.58666
H -2.81547 -4.46367 2.34091
C -3.20281 -0.59921 -1.73900
H 1.50288 5.83624 3.53616
C 4.71527 0.70395 1.22387
H 4.10819 0.14478 1.92091
C -3.07036 -4.70868 -1.02672
C 0.39619 -0.53194 -1.91118
H 1.37782 4.04503 -4.98829
H -1.61679 -0.68130 3.25311
C 6.08353 0.77832 1.45258
C -4.86426 1.56689 -2.22827
H -4.34026 -5.32980 0.59613
H -0.71074 2.43126 5.84274
C 3.01541 -5.41545 -2.94480
C -1.86892 -4.10453 -1.38000
C 0.29685 -1.88050 -2.32041
C -0.10964 -2.26152 -3.59703
P -2.12164 0.28107 0.63941
H 7.97310 1.53634 0.76338
C -0.14328 0.41665 -2.79523
C 2.06060 2.32844 -1.56721
H 3.26679 3.99219 0.11589
C 6.90546 1.48047 0.58611
H -0.88167 -1.54979 -5.47934
H -5.51562 2.41296 -2.41767
C -2.14258 4.64579 2.22841
H 2.50678 -3.32929 -2.99538
H 3.36524 -7.51386 -2.63605
H 3.16199 0.88322 -2.70577
C -4.68665 -2.04292 3.73579
C -1.00650 -3.59967 -0.40594
H -1.60510 -4.01677 -2.42540
S 1.91243 -3.87962 2.28463
C -1.40997 4.26139 1.10873
C -5.24229 -1.75333 2.49863
C 1.34120 -5.55745 -0.74418
C -3.20262 -0.64698 1.81854
H -3.74069 -5.07010 -1.79926
H -0.12530 0.33330 4.63384
H -3.47073 4.00617 3.78512
H 3.67272 -5.34889 -3.80484
C -2.55650 -4.35669 1.29236
C 2.65823 3.90781 1.00689
C 2.09965 2.69364 1.29977
```

Results
Net charge ... -2
E_LUMO ... 3.974 eV
Frontier orbital gap ... 4.8 eV

Molecular formula: C3HF3O
Method: DFT, the ωB97M-V functional and the def2-TZVPD basis

Structure (XYZ):
```
8
Properties=species:S:1:pos:R:3
F 2.25900 -1.98828 -0.78572
C 3.00571 -0.10922 0.60321
C 2.61484 -1.00605 -0.05638
H -0.71183 2.11323 -0.41236
C -0.33305 1.41588 0.35860
F 0.45365 2.23177 1.14072
O -0.67941 0.31923 0.70463
F 3.25894 1.04664 1.18486
```

Results
Net charge ... 0
E_LUMO ... 0.620 eV
Frontier orbital gap ... 11.2 eV

Molecular formula: C8H16Cl8
Method: DFT, the ωB97M-V functional and the def2-TZVPD basis

Structure (XYZ):
```
32
Properties=species:S:1:pos:R:3
H -0.79084 0.33180 0.99408
H 1.24727 -0.54637 -2.86523
H -1.53743 -1.60637 0.49993
H -0.23447 -1.03471 1.39511
H 1.68339 -1.72519 -4.98459
H 0.61275 0.17257 -1.81261
C -1.16889 -1.58059 1.52541
H -0.61229 -2.92095 3.11568
H -0.98824 -0.41163 -1.44354
Cl 0.76600 -1.72514 -0.59406
H 1.01099 -2.16906 -2.75858
H 2.12218 3.65868 2.73443
Cl -0.40910 4.67787 1.07919
Cl -1.19701 -1.15261 -2.77143
H 0.05240 -2.20247 -5.20845
Cl 1.32422 1.63872 3.71946
C -0.14948 0.77047 0.22967
Cl 1.45438 1.19458 0.84287
H 1.42846 2.50140 1.65594
Cl -0.11392 -3.95209 1.13178
H -0.62708 1.68779 -0.11460
Cl 0.39213 0.23471 -5.49038
C -0.12028 3.74378 2.55222
C -1.10432 -2.96961 2.14426
C 1.24887 3.02104 2.59712
H -0.90869 2.99226 2.59401
Cl -2.18173 -0.59260 2.63795
C -0.00603 -0.22629 -1.00879
H -2.05086 -3.49701 2.26260
C 0.66253 -1.42583 -4.74730
H -0.38928 4.42153 3.36240
C 0.58445 -1.30880 -3.27444
```

Results
Net charge ... 0
E_LUMO ... 0.327 eV
Frontier orbital gap ... 9.3 eV

Molecular formula: C33H48AsB2BrF4N6O6Sr
Method: DFT, the ωB97M-V functional and the def2-TZVPD basis

Structure (XYZ):
```
102
Properties=species:S:1:pos:R:3
C -4.80411 -1.67017 -4.19864
H -2.83295 4.30117 4.22394
B 1.55768 -0.44145 2.95856
H -6.05212 -3.22506 -5.02095
H -3.90104 -1.05009 4.44036
H -3.63109 0.77038 -2.98742
H -6.57393 -1.89940 -7.12309
H -1.34085 3.80329 0.62785
H -0.72699 5.40703 3.57422
N -3.53887 1.35591 -5.85122
C -1.05434 -2.37508 0.13943
C -3.81174 -0.75145 3.43113
C -0.52430 2.20049 2.47319
B -3.93007 -0.48533 -0.20890
H 2.23196 -3.06256 0.61676
O 1.75593 -0.60743 1.43226
H -0.12391 0.10901 5.30072
H 6.01242 -3.56201 -0.51970
H -1.90401 3.18570 -6.55721
O 0.95921 0.79731 3.43825
H 2.14474 4.55605 -2.49699
H 6.43982 -0.33116 0.85521
H 8.34056 -2.59689 -1.29912
C 5.67971 -1.08433 1.02197
Sr -0.83058 0.99982 -0.16016
C 1.27821 -3.17966 1.04277
H 1.03368 -4.18895 0.77660
C 0.28778 -2.12069 0.64201
C -2.08919 3.81891 1.45893
O 0.35416 3.55444 -1.76992
H -5.21572 0.17022 -7.64711
C -4.26704 -0.41120 -4.49632
O -3.02947 -1.63155 -0.82287
O -1.01309 1.22319 -2.50478
F -5.23257 -0.69372 -0.54345
Br -0.17196 5.45999 -6.67495
H -1.76564 -0.05734 5.88640
C -2.69568 1.42312 -4.81001
C 6.99650 -3.76451 0.00758
C -0.47813 4.23492 -5.34340
H 5.04644 -2.27916 4.29092
C -0.18786 3.46186 -3.05681
H 6.90683 -4.75567 0.33491
H -2.97539 3.19761 1.19450
H 3.92900 -1.85049 -0.09077
F -3.41811 0.67253 -0.93442
O -3.85032 -0.19279 1.20277
N -3.17007 0.33864 -3.75923
F 0.88830 -1.66409 3.30308
H 8.43041 -4.36015 -1.57860
H 0.95932 5.51231 -1.52133
H 0.36714 2.41774 1.88499
C 4.66519 -2.99775 3.52844
H 5.16166 -4.26769 1.92668
N -0.43283 1.02981 3.17001
C 1.42521 4.52574 -1.64204
C -2.46128 3.26688 3.98920
H -4.64017 -0.13804 3.21175
H -2.06775 2.84691 4.98183
H 1.38204 -3.12645 2.10818
H 3.81007 -2.60288 2.99400
C -5.79427 -1.54868 -6.45894
N -2.59971 0.24516 1.65601
H 5.13899 -0.77437 1.97548
C -1.59692 2.23886 -4.56492
H 0.41449 4.70194 2.31932
As 6.95905 -2.49396 1.62525
C 8.23304 -3.55919 -0.81071
H 0.36272 4.07314 4.08096
H 5.32562 -1.49771 -1.10786
N -1.67756 -1.38973 -0.43492
H 9.13883 -3.55307 -0.14362
C -1.41881 0.21487 3.75333
H -0.80763 -4.45443 -0.29282
C 4.75907 -1.19209 -0.22398
N 0.55987 -0.86441 0.90455
C -1.54278 -3.78676 0.11893
H -2.42582 -0.29945 -3.48496
H 4.30094 -0.25593 -0.43262
H -2.45104 -3.77580 -0.48976
C -0.88134 2.23292 -3.34037
C -5.63542 -2.23194 -5.20820
C -2.55927 -0.03122 2.97675
C -4.37570 0.22309 -5.69713
C -1.33954 3.20634 -5.60240
H -0.82917 -1.41850 5.03961
H -2.49243 4.79825 1.41683
H 4.32293 -3.82891 4.17916
H -4.81647 -2.06400 -3.16642
H -4.01179 -1.60505 2.77650
H 1.93125 4.37309 -0.70705
C -1.43968 3.43221 2.79455
H -1.79370 -4.09920 1.14007
H -3.27944 2.61876 3.59000
F 2.85949 -0.33019 3.43188
H 0.56050 5.36112 -3.80468
C -5.10937 -0.38267 -6.74328
C -0.27984 4.44434 3.20006
C 0.06533 4.41708 -4.00231
H 6.34065 -4.33939 3.16133
C 5.66924 -3.67249 2.65319
C -1.08508 -0.34780 5.07320
```

Results
Net charge ... 0
E_LUMO (spin up / spin down) ... -1.083 / -1.083 eV
Frontier orbital gap (spin up / spin down) ... 5.8 / 6.0 eV

Molecular formula: C8H14N2O3
Method: DFT, the ωB97M-V functional and the def2-TZVPD basis

Structure (XYZ):
```
27
Properties=species:S:1:pos:R:3
O 4.06640 -0.43709 -0.21674
C -2.82284 -1.66838 0.09511
C 1.78461 0.59744 0.24764
H -1.87284 -1.52966 -1.79273
H -3.94042 -1.96117 -0.02110
H 2.29292 1.25617 -0.40542
C 2.81234 -0.44941 -0.15641
C -0.55702 1.11573 -0.70988
H -2.66128 0.95473 -1.58384
O -0.19035 2.27197 -0.80986
C -2.66869 -0.67104 1.27639
H 3.09246 -2.06578 -0.38524
N -2.04970 -0.86804 -0.88474
H 0.87030 -0.02232 2.17296
H -3.30020 -0.72434 2.09423
H -1.52795 -0.66274 1.59463
H 1.37516 1.89928 1.86814
H -3.80198 0.70919 0.28654
H 2.88689 0.46167 1.92610
N 0.36991 0.20381 -0.28344
H -2.31747 1.70882 0.98324
O 2.28770 -1.61455 -0.42715
H -2.06064 -2.49473 0.34758
C -2.00698 0.48948 -0.80288
C -2.75735 0.78083 0.51370
C 1.76839 0.81861 1.70341
H 0.09875 -0.72174 -0.28037
```

Results
Net charge ... 0
E_LUMO ... 0.532 eV
Frontier orbital gap ... 9.3 eV

Molecular formula: C5H9NO2
Method: DFT, the ωB97M-V functional and the def2-TZVPD basis

Structure (XYZ):
```
17
Properties=species:S:1:pos:R:3
H 1.18392 2.44299 0.15599
C -0.21092 0.93623 -0.44061
H -0.29376 1.45277 -1.40744
O -0.11255 -1.23795 -2.34078
H 0.51051 1.54323 1.54781
H 1.30208 -0.49756 1.78441
H -0.45241 2.74332 0.68726
C 0.29015 1.94829 0.55831
C -1.37459 0.01099 -0.32972
H -0.27468 -1.28811 1.65429
C 0.67457 -1.11209 1.13457
H 0.82930 -0.99350 -2.34269
O -2.50114 0.07350 0.11247
H 1.16556 -2.08764 1.05170
C -0.45555 -1.21971 -0.97709
N 0.53615 -0.51665 -0.19807
H -0.81666 -2.19812 -0.65040
```

Results
Net charge ... 0
E_LUMO ... 0.796 eV
Frontier orbital gap ... 9.7 eV

Molecular formula: C5H16N2S
Method: DFT, the ωB97M-V functional and the def2-TZVPD basis

Structure (XYZ):
```
24
Properties=species:S:1:pos:R:3
S 0.37961 1.72435 -0.00875
H 0.94482 -0.80749 -1.21441
H -2.29718 -1.71738 2.56490
H -0.74232 -2.16548 1.88783
C -1.45618 -1.31943 1.97254
N -0.80829 -0.15557 2.64231
H -2.88452 -0.44465 0.62078
C 1.94042 1.68071 -0.95575
H 2.76588 1.35366 -0.28842
C 1.81425 -0.69095 -1.90591
H 2.71403 -1.04449 -1.35616
H -1.35488 -2.87446 -0.23072
H 2.10111 2.74169 -1.15227
N -2.19940 -2.39514 -0.05059
C -1.95601 -1.03140 0.57968
H -1.45707 0.33573 3.27602
H -2.67624 -2.25619 -0.91718
H 1.04767 1.18955 -2.82118
H 2.76927 0.87719 -2.87537
C 1.88776 0.79078 -2.23178
H 0.64358 -0.28366 0.61142
H 1.63055 -1.24867 -2.83305
H -0.38772 0.47473 1.92877
H -1.21831 -0.44300 0.04436
```

Results
Net charge ... 0
E_LUMO ... -1.420 eV
Frontier orbital gap ... 7.5 eV

> Which formula does entry 2 have?

C58H45FeINP3S4